[1]
9
Properties=species:S:1:pos:R:3:nbo_charge:R:1 method="wB97M-V/def2-TZVPD" e_tot_ha=-171.934967 homo_lumo_gap_ev=10.39 e_homo_ev=-9.2
C -1.5597 -0.0244 0.2975 -0.4575
C -0.5952 0.6661 -0.2381 -0.1612
C 1.1056 -0.2771 -0.2316 0.1518
N 2.0727 0.3374 0.2240 -0.6230
H -2.4816 0.3325 -0.0441 0.1994
H -1.5178 -1.0445 0.5934 0.1938
H -0.7485 1.5665 -0.6694 0.1805
H 0.8072 -1.3355 -0.4242 0.1629
H 2.9174 -0.2209 0.4926 0.3533

=====

[2]
114
Properties=species:S:1:pos:R:3:lowdin_charge:R:1 method="wB97M-V/def2-TZVPD" e_tot_ha=-4546.838326 homo_lumo_gap_ev="6.00 / 4.63" charge=+2 spin_multiplicity=2 e_homo_ev="-12.3 / -12.3"
Ir 1.0576 0.6464 -0.5988 1.2034
C -5.4685 1.4131 2.4440 -0.0416
C -5.0481 2.7383 1.7890 -0.5555
C -5.3176 3.8748 2.7749 -0.0546
C -5.8898 2.9745 0.5265 -0.0371
C -3.5769 2.6379 1.3957 -0.1627
C -3.1687 1.6858 0.4806 -0.0808
C -1.8285 1.5534 0.1611 -0.4248
Se -1.2272 0.3760 -1.2279 1.1551
C -0.7695 -1.6162 -1.8024 -0.2526
C -1.7424 -2.4979 -2.1188 -0.0370
C -1.3909 -3.8332 -2.4612 -0.0938
C -0.0345 -4.1757 -2.4965 0.0685
C 0.9931 -3.3024 -2.2083 -0.0393
C 0.6290 -1.9550 -1.8154 -0.3335
O 1.5545 -1.1212 -1.4996 -0.1719
C 2.4567 -3.7175 -2.2567 -0.5243
C 3.2428 -2.8004 -3.2104 -0.0220
C 3.0431 -3.6451 -0.8355 -0.0203
C 2.6210 -5.1532 -2.7610 -0.0492
C -2.4960 -4.8307 -2.7386 -0.5506
C -3.3786 -4.2972 -3.8796 -0.0228
C -3.3402 -4.9697 -1.4578 -0.0245
C -1.9647 -6.2093 -3.1293 -0.0471
C -0.8285 2.3993 0.7211 -0.3513
O 0.4515 2.2982 0.3979 -0.2848
C -1.2469 3.4138 1.6361 -0.0782
C -2.5927 3.4779 1.9422 0.0510
C -0.2324 4.3887 2.2300 -0.5287
C -0.8989 5.3902 3.1772 -0.0549
C 0.8245 3.6188 3.0336 -0.0351
C 0.4407 5.1891 1.1048 -0.0282
H -6.5234 1.4567 2.7156 0.0917
H -4.8953 1.2281 3.3539 0.0859
H -5.3333 0.5660 1.7714 0.0759
H -6.3807 3.8953 3.0127 0.0934
H -5.0588 4.8482 2.3571 0.0941
H -4.7770 3.7417 3.7130 0.0898
H -6.9405 3.0677 0.8016 0.0921
H -5.8075 2.1519 -0.1831 0.0768
H -5.5903 3.8927 0.0215 0.0954
H -3.8971 1.0400 0.0088 0.1112
H -2.7805 -2.1986 -2.1219 0.1195
H 0.2151 -5.1865 -2.7733 0.0980
H 3.2487 -1.7662 -2.8784 0.0675
H 2.8268 -2.8427 -4.2176 0.0992
H 4.2741 -3.1493 -3.2635 0.0954
H 2.9660 -2.6446 -0.4148 0.0555
H 4.0955 -3.9279 -0.8655 0.0982
H 2.5306 -4.3435 -0.1724 0.0959
H 2.2199 -5.2827 -3.7666 0.0986
H 2.1516 -5.8815 -2.0990 0.0941
H 3.6833 -5.3900 -2.8005 0.0977
H -3.8513 -3.3477 -3.6323 0.0813
H -4.1725 -5.0156 -4.0823 0.0997
H -2.8016 -4.1646 -4.7946 0.0993
H -3.8029 -4.0269 -1.1673 0.0815
H -2.7346 -5.3318 -0.6264 0.0937
H -4.1385 -5.6905 -1.6321 0.0994
H -1.3580 -6.1716 -4.0343 0.0969
H -2.8062 -6.8704 -3.3292 0.0982
H -1.3762 -6.6626 -2.3309 0.0941
H -2.9215 4.2325 2.6376 0.0911
H -1.3736 4.9014 4.0288 0.0921
H -1.6414 6.0055 2.6691 0.0946
H -0.1360 6.0610 3.5703 0.0927
H 0.3572 3.0234 3.8211 0.0881
H 1.5068 4.3241 3.5095 0.0934
H 1.4053 2.9659 2.3872 0.0492
H -0.3018 5.7400 0.5267 0.0969
H 1.0047 4.5477 0.4317 0.0660
H 1.1290 5.9145 1.5397 0.0919
C 1.7379 -0.4496 4.4213 -0.0061
N 0.6063 -0.3727 3.4970 -0.0294
C -0.7082 -0.6982 4.0747 -0.0929
C -1.6116 -0.5564 2.8597 -0.1079
N -0.7268 -0.8561 1.7275 -0.1120
C -0.6702 -2.3038 1.4435 -0.0178
C 0.5388 -0.4280 2.1556 -0.3406
N 1.4555 -0.1403 1.2595 -0.0200
C 2.7766 0.3260 1.7220 -0.1720
C 3.7406 0.3693 0.5575 -0.1897
N 3.0859 1.1169 -0.5044 -0.0400
C 3.7010 1.6661 -1.5253 -0.3202
N 5.0164 1.7239 -1.8316 -0.0646
C 6.1663 1.4827 -0.9786 -0.0192
C 5.2292 2.5160 -3.0465 -0.0872
C 3.8195 2.6979 -3.6134 -0.0828
N 2.9856 2.2706 -2.5000 -0.0843
C 1.5534 2.2895 -2.5525 -0.0546
H 1.3253 -0.6985 5.3956 0.1002
H 2.2654 0.4974 4.5143 0.0985
H 2.4266 -1.2456 4.1434 0.0978
H -0.9535 0.0195 4.8563 0.1373
H -0.6920 -1.6999 4.5138 0.1318
H -1.9618 0.4728 2.7673 0.1146
H -2.4716 -1.2208 2.8613 0.1368
H -0.4186 -2.8919 2.3328 0.1057
H 0.0748 -2.4991 0.6774 0.0752
H -1.6433 -2.6176 1.0725 0.0971
H 3.1935 -0.3411 2.4723 0.1087
H 2.6653 1.3206 2.1595 0.1155
H 3.9798 -0.6467 0.2245 0.1185
H 4.6595 0.8288 0.9137 0.1110
H 6.2035 0.4546 -0.6289 0.0903
H 6.2038 2.1713 -0.1321 0.1041
H 7.0534 1.6510 -1.5852 0.1007
H 5.8825 1.9716 -3.7275 0.1332
H 5.7025 3.4700 -2.8015 0.1356
H 3.6421 2.0790 -4.4968 0.1329
H 3.6117 3.7369 -3.8692 0.1339
H 1.2309 2.7029 -3.5076 0.1278
H 1.1178 2.9180 -1.7741 0.0904
H 1.1190 1.2524 -2.5564 0.0468

=====

Q: Which energy above the lowest of the compared OMol25 structures with the same formula, charge and spin values were calculated for the entries above? A: 315.4; 0.0, in kJ/mol.